(1)
The following is a DFT calculation (wB97M-V/def2-TZVPD) of a 2-piece molecular cluster, C9H14O overall at a distorted geometry.

XYZ file:
```
24
Properties=species:S:1:pos:R:3:forces:R:3:nbo_charge:R:1
O 1.6682 3.0958 -1.6333 5.1 -1.1 -0.2 -0.66
C -0.2020 -3.4869 -0.2694 2.7 -2.4 -0.2 -0.62
C -0.2821 2.7369 -0.8309 -2.9 -1.9 4.3 -0.27
C -1.8538 0.3107 1.6652 1.1 -0.3 -0.6 -0.63
C 0.7550 -2.5854 -1.0778 -1.2 1.7 -1.8 -0.62
C 0.6859 0.9385 1.0656 -3.6 -2.8 4.5 -0.15
C 1.5822 1.4810 0.2476 -0.6 2.6 -1.0 -0.33
C -1.1371 2.0647 0.0991 0.1 0.1 -0.6 -0.17
C -0.7579 1.1701 1.0630 2.7 0.2 -1.5 -0.07
C 1.0242 2.4899 -0.6054 0.6 -0.7 -2.2 0.31
H 0.3488 -4.0774 0.5424 -0.3 0.6 -1.2 0.20
H -1.5636 -0.1638 2.6168 -0.1 -0.5 -0.8 0.22
H -2.6827 0.9153 1.8992 -1.0 1.1 0.5 0.22
H 0.3269 -2.5368 -2.1621 0.5 0.4 1.8 0.20
H 0.9065 0.2539 1.9520 0.6 0.6 -1.6 0.20
H 2.5833 2.6352 -1.6750 -2.0 1.5 -0.3 0.47
H 0.8797 -1.5015 -0.6935 -0.4 -1.8 -0.5 0.22
H 2.6270 1.3104 0.3865 0.5 0.0 -0.3 0.23
H -2.1864 2.0224 0.0461 -1.5 1.0 -0.8 0.19
H -0.7124 3.3923 -1.5441 0.2 0.4 -0.7 0.23
H -0.8585 -2.9552 0.3390 -1.7 1.1 0.3 0.21
H -2.2504 -0.3092 0.8139 0.6 -0.3 1.3 0.22
H -0.6539 -4.2644 -0.9554 0.1 1.0 1.0 0.21
H 1.7532 -2.9365 -1.2898 0.3 -0.6 0.5 0.21
```
Forces are in eV/Å.

The calculation puts the lowest unoccupied orbital energy at 0.81 eV. As for the SMILES: Cc1ccc(O)cc1.CC. Its highest occupied orbital energy is -8.2 eV. The value obtained for the maximum force is 6.4 eV/A.

(2)
The following is a DFT calculation (wB97M-V/def2-TZVPD) of a 2-piece molecular cluster, C9H14O overall at a distorted geometry.

XYZ file:
```
24
Properties=species:S:1:pos:R:3:forces:R:3:nbo_charge:R:1
O 2.2189 0.0349 2.0029 -0.5 -0.8 1.3 -0.71
C -2.6179 1.0589 -0.6309 0.2 0.1 -1.6 -0.63
C -1.3119 -0.2796 1.0858 0.0 -0.5 0.8 -0.20
C 0.9509 0.2109 1.4669 1.4 1.8 0.4 0.27
C -0.1187 -0.5946 1.7635 -0.7 0.4 -0.9 -0.26
C 0.8388 -1.6049 -3.3045 -1.1 1.4 1.3 -0.60
C -1.3858 0.7213 0.1434 -0.1 0.9 0.4 -0.04
C 0.8495 1.4504 0.7738 -1.5 -2.3 0.1 -0.25
C 0.5647 -1.8459 -1.8052 2.1 -2.1 0.0 -0.62
C -0.3031 1.6113 -0.0056 1.7 -0.4 0.5 -0.20
H 0.8774 -1.1099 -1.0615 -0.4 0.4 -0.5 0.21
H 1.6768 2.1128 0.9925 -0.1 0.3 -0.9 0.23
H -0.1252 -1.4077 2.4738 0.4 -0.1 -0.1 0.23
H -2.3340 0.8808 -1.6850 -0.4 0.1 0.1 0.22
H -2.8377 2.1296 -0.5880 -0.1 -0.2 0.2 0.22
H 2.8785 -0.0895 1.3297 0.1 0.0 -0.5 0.48
H -0.2053 2.3377 -0.7986 -0.9 0.5 0.1 0.21
H -0.3971 -2.2880 -1.5413 -0.1 0.4 -0.3 0.21
H 0.1608 -0.8032 -3.5794 -0.2 -0.1 -0.9 0.20
H 1.8335 -1.1979 -3.4607 0.2 -0.3 0.0 0.20
H -2.1935 -0.8445 1.3889 0.0 0.1 -0.4 0.21
H 0.6681 -2.5335 -3.8384 0.0 0.2 -0.3 0.21
H -3.5339 0.4943 -0.4818 0.2 -0.2 0.5 0.22
H 1.2987 -2.6696 -1.6552 -0.5 0.1 0.7 0.19
```
Forces are in eV/Å.

The calculation puts the lowest unoccupied orbital energy at 0.85 eV. As for the SMILES: Cc1ccc(O)cc1.CC. Its highest occupied orbital energy is -8.6 eV. The value obtained for the maximum force is 2.9 eV/A.

(3)
The following is a DFT calculation (wB97M-V/def2-TZVPD) of a 2-piece molecular cluster, C9H14O overall at a distorted geometry.

XYZ file:
```
24
Properties=species:S:1:pos:R:3:forces:R:3:nbo_charge:R:1
O -3.7286 1.2640 1.6617 0.0 -0.8 0.7 -0.69
C 0.0210 -0.4412 -2.1480 -2.0 -0.7 -2.7 -0.66
C -2.1703 -0.2604 0.9081 -0.3 0.5 -0.8 -0.25
C 2.4481 -0.9522 0.7582 0.3 -0.7 -0.5 -0.62
C -0.9172 0.1533 -1.1275 1.3 -1.3 1.3 -0.05
C -1.4023 1.4282 -1.1769 -0.6 0.8 0.2 -0.19
C -2.3345 1.8968 -0.2257 0.4 -0.6 -0.8 -0.30
C -2.7832 1.0026 0.7170 0.3 -0.2 1.0 0.30
C -1.2622 -0.6868 -0.0269 0.6 1.1 -1.0 -0.19
C 3.8930 -0.7486 1.2418 -0.3 -0.1 0.9 -0.61
H 1.6985 -0.5407 1.4282 0.1 0.0 0.1 0.21
H -2.4880 -0.8441 1.7541 0.0 -0.2 0.1 0.23
H 2.2429 -0.5620 -0.2409 0.2 0.3 0.1 0.21
H 4.2307 -1.5922 1.8562 -0.2 -0.1 -0.2 0.20
H 3.9159 0.0794 1.9511 0.3 0.3 -0.4 0.20
H 1.0016 -0.1117 -2.4614 0.2 0.8 0.7 0.23
H -1.1151 2.1235 -1.9582 0.2 -0.2 -0.1 0.21
H 2.2772 -2.0271 0.6681 -0.3 0.0 0.1 0.20
H -4.2696 2.0301 1.5502 -0.1 0.9 -0.6 0.48
H -0.6752 -1.5946 -0.0160 -0.4 -0.3 0.5 0.22
H 0.0643 -1.5315 -2.2061 0.1 -0.1 1.1 0.22
H -0.6207 -0.3616 -3.0630 0.8 0.4 0.0 0.22
H 4.6469 -0.6429 0.4673 -0.2 0.3 -0.2 0.21
H -2.6731 2.9195 -0.3116 -0.3 0.0 0.2 0.22
```
Forces are in eV/Å.

The calculation puts the lowest unoccupied orbital energy at 0.86 eV. As for the SMILES: Cc1ccc(O)cc1.CC. Its highest occupied orbital energy is -8.3 eV. The value obtained for the maximum force is 3.4 eV/A.

(4)
The following is a DFT calculation (wB97M-V/def2-TZVPD) of a 2-piece molecular cluster, C9H14O overall at a distorted geometry.

XYZ file:
```
24
Properties=species:S:1:pos:R:3:forces:R:3:nbo_charge:R:1
O 1.2337 2.7801 2.7519 -2.0 1.6 0.8 -0.69
C 0.7101 1.6876 2.1473 -2.1 1.1 0.3 0.25
C -0.8097 0.9266 0.3798 -2.5 -2.4 -0.2 -0.20
C -0.2447 1.9305 1.0848 1.5 1.8 0.0 -0.24
C -0.5688 -0.3098 0.9825 1.0 -3.9 0.0 -0.06
C 0.9046 0.5089 2.8025 -1.0 -3.1 -2.4 -0.26
C 0.4662 -1.2719 -2.7734 2.9 -2.1 2.1 -0.63
C -1.3384 -1.5797 0.5708 -0.4 -2.2 1.2 -0.64
C 0.3525 -0.5654 2.0277 -0.3 0.0 1.1 -0.19
C 0.0938 0.1310 -3.1216 1.4 2.2 -2.0 -0.63
H 0.7578 0.9524 -2.5414 -1.6 -1.9 -1.5 0.22
H -2.2450 -1.6800 1.2587 0.4 0.7 -1.5 0.23
H -1.5554 -1.6738 -0.5304 -0.2 0.2 1.3 0.21
H 1.3530 0.2187 3.7652 0.2 1.0 -0.7 0.24
H -0.9798 0.3301 -2.9141 0.7 0.0 -0.3 0.20
H -0.2428 -1.5387 -1.9583 0.6 -0.9 -0.9 0.21
H 1.5260 -1.3365 -2.2064 -2.2 0.4 -1.2 0.20
H 0.6778 -2.0550 -3.6197 -1.3 1.6 1.5 0.22
H -0.9072 -2.6355 0.9501 0.0 2.5 -1.2 0.22
H 0.2836 0.1972 -4.2840 -0.5 0.7 2.2 0.21
H -1.6712 0.8871 -0.4553 2.3 0.9 2.0 0.23
H -0.4866 2.9572 0.7761 0.6 -0.2 0.5 0.23
H 0.5760 -1.6264 2.3919 -0.7 1.6 -0.7 0.21
H 2.1144 2.7655 2.5151 3.1 0.4 -0.4 0.47
```
Forces are in eV/Å.

The calculation puts the lowest unoccupied orbital energy at 0.91 eV. As for the SMILES: Cc1ccc(O)cc1.CC. Its highest occupied orbital energy is -8.5 eV. The value obtained for the maximum force is 4.1 eV/A.

(5)
The following is a DFT calculation (wB97M-V/def2-TZVPD) of a 2-piece molecular cluster, C9H14O overall at a distorted geometry.

XYZ file:
```
24
Properties=species:S:1:pos:R:3:forces:R:3:nbo_charge:R:1
O -0.6958 -1.0450 2.4302 -0.4 -0.7 -0.1 -0.68
C -2.3665 1.6185 0.3022 1.1 0.0 0.7 -0.61
C 1.4754 -0.1676 -0.9557 0.7 0.0 -0.7 -0.05
C 0.5125 -1.1871 -1.0262 0.3 0.9 0.6 -0.18
C 0.0673 -0.8470 1.3023 -0.6 0.3 0.5 0.29
C 2.1186 0.2782 -2.2453 0.5 0.5 0.3 -0.63
C -2.6000 1.5840 -1.2021 -0.2 -1.2 0.5 -0.62
C -0.2572 -1.4379 0.0911 0.2 -0.7 0.0 -0.28
C 1.8242 0.4158 0.2558 -1.5 -0.6 1.1 -0.19
C 1.1075 0.0443 1.4190 0.8 0.2 -1.0 -0.26
H 1.4236 0.8814 -2.8323 -0.1 -0.3 -0.2 0.22
H -1.8779 0.9718 -1.7463 0.5 0.5 0.1 0.21
H -2.6309 2.6053 -1.5633 -0.3 -0.1 -0.5 0.21
H 2.9545 0.9589 -2.0561 0.0 -0.2 0.1 0.21
H 2.5538 1.2010 0.3876 0.2 -0.1 -0.5 0.22
H -1.3889 -1.7144 2.2633 0.6 0.5 0.0 0.48
H 2.5222 -0.5566 -2.8170 -0.2 0.0 -0.2 0.22
H 0.4084 -1.7311 -1.9537 -0.4 0.1 -0.1 0.21
H -1.5890 2.3403 0.5799 -0.3 0.3 -0.2 0.20
H -1.0641 -2.1607 0.0820 0.0 -0.1 -0.1 0.21
H -1.9232 0.7299 0.7583 -0.4 -0.4 -0.5 0.21
H -3.2653 1.8439 0.8738 -0.1 0.2 -0.1 0.20
H -3.5057 0.9949 -1.3840 -0.3 0.7 -0.2 0.20
H 1.3726 0.4417 2.3868 -0.1 0.1 0.1 0.22
```
Forces are in eV/Å.

The calculation puts the lowest unoccupied orbital energy at 0.88 eV. As for the SMILES: Cc1ccc(O)cc1.CC. Its highest occupied orbital energy is -8.4 eV. The value obtained for the maximum force is 1.9 eV/A.

(6)
The following is a DFT calculation (wB97M-V/def2-TZVPD) of a 2-piece molecular cluster, C9H14O overall at a distorted geometry.

XYZ file:
```
24
Properties=species:S:1:pos:R:3:forces:R:3:nbo_charge:R:1
O -3.3611 1.4564 0.2514 0.2 0.2 0.4 -0.69
C -2.2155 -0.5068 -0.1580 0.6 -0.3 2.1 -0.27
C -2.3667 0.5895 0.6853 -1.0 0.7 -0.5 0.30
C -0.5923 -0.0915 2.0348 -0.9 2.5 1.6 -0.17
C 2.5567 1.0754 -2.4292 1.3 0.3 1.3 -0.62
C 1.3479 0.5618 -1.6543 -0.8 1.1 -0.1 -0.62
C -1.6897 0.7760 1.8963 0.2 -1.1 -2.8 -0.30
C 1.0714 -1.7207 1.3436 1.3 -0.9 -0.6 -0.62
C -1.1425 -1.3780 0.1370 -2.6 0.0 -2.3 -0.18
C -0.2166 -1.0188 1.0784 0.8 -0.6 2.0 -0.07
H -1.9741 1.6401 2.4693 0.2 -0.1 0.7 0.22
H 3.4406 0.4459 -2.2343 -0.4 -0.2 -0.3 0.20
H 1.0792 -2.7334 0.9293 -0.1 0.0 0.1 0.21
H 2.3511 1.0660 -3.4835 0.2 0.3 -0.5 0.21
H 1.6044 -0.2512 -0.9975 -0.2 -0.5 0.0 0.21
H -3.0924 -0.6798 -0.7761 0.6 -0.3 -0.5 0.23
H 1.9919 -1.2676 0.9167 -0.8 0.2 -0.2 0.22
H 2.9487 2.0507 -2.0637 -0.7 -0.3 -0.6 0.21
H -3.0793 2.3494 0.4743 -0.2 0.0 0.1 0.48
H 1.3423 -1.7807 2.3906 -0.4 -0.1 0.4 0.22
H -1.2736 -2.3306 -0.4116 1.3 0.5 0.3 0.22
H 0.8292 1.3168 -1.0285 0.6 -0.2 -0.2 0.21
H -0.1329 0.1062 3.0180 0.8 -0.7 -0.8 0.21
H 0.5737 0.3250 -2.3882 0.0 -0.7 0.3 0.21
```
Forces are in eV/Å.

The calculation puts the lowest unoccupied orbital energy at 0.86 eV. As for the SMILES: Cc1ccc(O)cc1.CC. Its highest occupied orbital energy is -8.5 eV. The value obtained for the maximum force is 3.5 eV/A.